{"formula": "C16H40LiN3O6", "method": "ωB97M-V with the def2-TZVPD basis set", "lumo_energy_ev": 0.500, "e_homo_ev": -8.70, "elements": ["Li", "C", "C", "O", "O", "H", "H", "H", "C", "C", "C", "O", "C", "N", "H", "H", "H", "H", "H", "H", "H", "H", "H", "H", "H", "C", "C", "C", "O", "C", "N", "H", "H", "H", "H", "H", "H", "H", "H", "H", "H", "H", "C", "O", "C", "C", "N", "C", "C", "O", "C", "H", "H", "H", "H", "H", "H", "H", "H", "H", "H", "H", "H", "H", "H", "H"], "xyz": [[-3.4881, 11.2743, -3.1845], [-7.3784, 10.7269, -2.3071], [-5.9308, 10.9127, -2.7360], [-5.6435, 11.8541, -3.5119], [-5.0470, 10.1718, -2.2171], [-7.4659, 9.9604, -1.5446], [-8.0287, 10.5151, -3.1558], [-7.7208, 11.6880, -1.9129], [-4.4180, 16.5474, -1.6533], [-5.1834, 15.2511, -1.5124], [-6.3070, 15.0612, -2.5038], [-7.1952, 16.1325, -2.4251], [-8.2335, 16.0310, -3.3766], [-4.3234, 14.0792, -1.5758], [-5.0986, 17.3832, -1.4949], [-3.9651, 16.6112, -2.6461], [-3.6330, 16.6305, -0.8993], [-5.6827, 15.2687, -0.5227], [-6.7895, 14.0869, -2.3023], [-5.8939, 14.9051, -3.5193], [-8.8837, 15.1740, -3.1605], [-7.8262, 15.8756, -4.3846], [-8.7959, 16.9590, -3.3515], [-3.6289, 14.0132, -0.8501], [-4.8704, 13.2358, -1.6871], [-2.0156, 8.3393, -1.0287], [-1.6275, 9.7166, -0.5252], [-0.2186, 10.0856, -0.9533], [0.7938, 9.2114, -0.5137], [1.0950, 9.3391, 0.8661], [-2.5175, 10.7355, -1.0843], [-3.0433, 8.0688, -0.8156], [-1.2875, 7.6199, -0.6413], [-1.8143, 8.2977, -2.1073], [-1.6870, 9.7157, 0.5726], [-0.0300, 11.1352, -0.6626], [-0.1817, 10.0798, -2.0456], [1.8249, 8.5654, 1.0931], [0.2318, 9.1560, 1.5123], [1.5089, 10.3330, 1.0536], [-2.4666, 11.5606, -0.4889], [-3.5032, 10.4697, -1.0300], [-1.0462, 13.5820, -2.9857], [-1.8163, 12.5985, -3.6200], [-1.0874, 11.7929, -4.5380], [-2.0880, 11.0297, -5.3661], [-2.7307, 9.9370, -4.5798], [-3.8833, 9.3819, -5.2998], [-3.5485, 8.1382, -6.0747], [-2.4545, 8.3757, -6.9568], [-2.6508, 7.8780, -8.2630], [-0.0489, 13.1850, -2.7211], [-1.4982, 13.8138, -2.0254], [-0.9138, 14.4469, -3.6383], [-0.4120, 11.1428, -3.9697], [-0.4882, 12.4464, -5.1837], [-1.5555, 10.6245, -6.2354], [-2.8496, 11.7214, -5.7233], [-1.9984, 9.2432, -4.4813], [-4.3798, 10.1541, -5.8864], [-4.6335, 9.0975, -4.5492], [-4.4022, 7.7416, -6.6306], [-3.2464, 7.3519, -5.3673], [-2.9918, 6.8373, -8.2458], [-1.6897, 7.9025, -8.7735], [-3.3689, 8.4967, -8.8114]], "nbo_charge": [0.855, -0.725, 0.768, -0.794, -0.836, 0.219, 0.224, 0.220, -0.611, -0.057, -0.064, -0.538, -0.242, -0.860, 0.224, 0.205, 0.199, 0.154, 0.168, 0.172, 0.166, 0.166, 0.190, 0.355, 0.380, -0.617, -0.076, -0.057, -0.538, -0.252, -0.884, 0.226, 0.219, 0.198, 0.164, 0.156, 0.181, 0.195, 0.166, 0.167, 0.350, 0.413, -0.239, -0.572, -0.072, -0.262, -0.670, -0.257, -0.078, -0.565, -0.243, 0.164, 0.198, 0.179, 0.175, 0.182, 0.206, 0.214, 0.373, 0.209, 0.225, 0.183, 0.172, 0.167, 0.193, 0.168]}

{"formula": "C16H40NO12P3S", "method": "ωB97M-V with the def2-TZVPD basis set", "lumo_energy_ev": -0.800, "smiles": "NP(O)[C@H]1CCOS(=O)(=O)C1.CCOP(=O)(OCC)OCC.CCOP(=O)(OCC)OCC", "e_homo_ev": -8.69, "elements": ["N", "P", "O", "C", "C", "C", "O", "S", "O", "O", "C", "H", "H", "H", "H", "H", "H", "H", "H", "H", "H", "C", "C", "O", "P", "O", "O", "C", "C", "O", "C", "C", "H", "H", "H", "H", "H", "H", "H", "H", "H", "H", "H", "H", "H", "H", "H", "C", "C", "O", "P", "O", "O", "C", "C", "O", "C", "C", "H", "H", "H", "H", "H", "H", "H", "H", "H", "H", "H", "H", "H", "H", "H"], "xyz": [[5.0309, 1.7803, -5.8224], [6.4794, 1.7585, -6.7994], [6.8263, 3.3984, -7.1890], [7.9980, 1.1931, -5.8253], [8.7239, 2.3314, -4.9912], [7.7979, 2.9258, -3.8610], [7.5513, 2.0415, -2.7442], [7.0389, 0.5407, -3.2088], [5.5612, 0.3672, -3.2342], [7.5910, -0.4167, -2.1977], [7.6968, -0.0032, -4.8333], [4.6982, 0.8328, -5.6229], [5.1540, 2.2129, -4.9034], [6.0159, 3.6722, -7.6519], [8.7478, 0.8472, -6.5955], [9.0060, 3.1857, -5.6614], [9.6237, 1.8735, -4.4817], [6.8748, 3.3387, -4.3436], [8.3442, 3.8146, -3.4350], [8.6705, -0.5215, -4.6205], [7.0398, -0.7679, -5.3369], [-1.9474, -0.8666, 0.2170], [-0.4811, -1.2478, 0.1333], [0.1911, -0.6324, -0.9618], [0.8407, 0.9018, -0.8148], [1.5693, 0.7197, 0.5140], [2.1429, 0.7559, -1.8220], [3.4760, 0.7789, -1.3027], [3.9251, -0.6001, -0.8534], [0.0068, 1.4298, -2.1932], [-1.3755, 1.2935, -2.4318], [-2.2139, 2.2479, -1.6033], [-2.0630, 0.2078, 0.3708], [-2.4309, -1.3759, 1.0544], [-2.4825, -1.1440, -0.6927], [0.0153, -1.0264, 1.0804], [-0.4027, -2.3278, -0.0201], [3.5617, 1.5116, -0.5000], [4.1319, 1.1203, -2.1028], [3.1716, -1.1139, -0.2528], [4.8449, -0.5319, -0.2681], [4.1155, -1.2375, -1.7189], [-1.6883, 0.2562, -2.3277], [-1.5276, 1.5341, -3.4889], [-1.8661, 2.2981, -0.5679], [-3.2623, 1.9452, -1.6185], [-2.1512, 3.2600, -2.0099], [-8.4677, -2.7321, 6.0717], [-7.0126, -3.1559, 5.9967], [-6.3224, -2.5792, 4.8912], [-5.6299, -1.0621, 5.0103], [-4.9055, -1.2396, 6.3415], [-4.3312, -1.2655, 4.0070], [-3.0038, -1.2716, 4.5288], [-2.5953, -2.6552, 5.0055], [-6.4449, -0.5353, 3.6222], [-7.8308, -0.6344, 3.3830], [-8.6413, 0.3599, 4.1921], [-8.5537, -1.6524, 6.2060], [-8.9648, -3.2128, 6.9173], [-9.0096, -3.0107, 5.1665], [-6.5110, -2.9314, 6.9401], [-6.9645, -4.2400, 5.8629], [-2.8983, -0.5272, 5.3168], [-2.3352, -0.9641, 3.7217], [-3.3640, -3.1355, 5.6130], [-1.6753, -2.6022, 5.5924], [-2.4216, -3.3150, 4.1524], [-8.1746, -1.6597, 3.5053], [-7.9736, -0.4088, 2.3215], [-8.2937, 0.4186, 5.2272], [-9.6982, 0.0886, 4.1801], [-8.5474, 1.3619, 3.7673]], "lowdin_charge": [-0.182, 0.849, -0.330, -0.476, -0.183, -0.216, -0.217, 0.745, -0.342, -0.320, -0.214, 0.031, 0.010, 0.036, 0.113, 0.118, 0.131, 0.111, 0.140, 0.117, 0.121, -0.075, -0.293, -0.224, 0.696, -0.256, -0.219, -0.293, -0.072, -0.206, -0.298, -0.081, 0.062, 0.072, 0.076, 0.103, 0.120, 0.106, 0.073, 0.069, 0.082, 0.071, 0.097, 0.126, 0.065, 0.082, 0.077, -0.080, -0.294, -0.224, 0.698, -0.255, -0.226, -0.293, -0.072, -0.204, -0.296, -0.080, 0.061, 0.081, 0.075, 0.105, 0.120, 0.104, 0.106, 0.069, 0.079, 0.074, 0.098, 0.127, 0.066, 0.083, 0.078]}

{"formula": "C16H41ClHgN3O5", "method": "ωB97M-V with the def2-TZVPD basis set", "s2": 0.753, "lumo_energy_ev": [0.529, -1.642], "spin_multiplicity": 2, "e_homo_ev": [-7.80, -8.31], "elements": ["Hg", "Cl", "C", "O", "C", "C", "N", "C", "C", "O", "C", "H", "H", "H", "H", "H", "H", "H", "H", "H", "H", "H", "H", "H", "H", "H", "C", "O", "C", "C", "N", "C", "C", "O", "C", "H", "H", "H", "H", "H", "H", "H", "H", "H", "H", "H", "H", "H", "H", "H", "C", "C", "C", "O", "C", "N", "H", "H", "H", "H", "H", "H", "H", "H", "H", "H", "H"], "xyz": [[0.2643, 1.2086, -4.2197], [1.7597, 0.9714, -1.9896], [-0.2747, -0.6031, 0.5708], [-1.4926, -1.2214, 0.7474], [-1.8703, -2.2777, -0.1423], [-3.1852, -2.9630, 0.1887], [-2.9888, -3.7588, 1.3989], [-4.3071, -3.9982, 2.0220], [-4.2070, -5.0069, 3.1603], [-3.9901, -4.3261, 4.3605], [-4.0764, -5.1802, 5.4850], [-0.2647, 0.2605, 1.2358], [-0.3106, -0.1963, -0.4398], [0.6173, -1.2270, 0.6282], [-1.1062, -3.0519, -0.0729], [-1.9364, -1.9667, -1.1849], [-3.5345, -3.6753, -0.5588], [-3.8327, -2.0998, 0.3427], [-2.4528, -3.1706, 2.0208], [-5.0511, -4.3674, 1.3162], [-4.7822, -3.0967, 2.4091], [-3.3500, -5.6697, 3.0403], [-5.1117, -5.6121, 3.2193], [-3.9290, -4.7047, 6.4547], [-3.3417, -5.9814, 5.4050], [-5.0315, -5.7054, 5.4987], [3.1142, 2.4878, -5.5700], [1.8024, 2.7164, -5.0525], [1.6052, 4.0175, -4.5022], [0.0944, 4.2846, -4.2023], [-0.2765, 3.2797, -3.1994], [-1.7110, 3.3595, -2.8984], [-2.1518, 4.5076, -1.9973], [-1.1862, 4.9337, -1.0146], [-0.9332, 3.9650, -0.0056], [3.2140, 1.4412, -5.8579], [3.8399, 2.6959, -4.7838], [3.2813, 3.0859, -6.4658], [2.0243, 4.7633, -5.1776], [2.1921, 4.0365, -3.5839], [-0.4479, 4.2535, -5.1473], [-0.1376, 5.2885, -3.8469], [0.2856, 3.4690, -2.3818], [-2.0985, 2.4355, -2.4693], [-2.2603, 3.2665, -3.8353], [-3.1183, 4.2523, -1.5627], [-2.3528, 5.3439, -2.6668], [-0.1999, 4.3891, 0.6805], [-0.6122, 3.0002, -0.3981], [-1.7791, 3.8168, 0.6657], [4.2210, -0.5739, 0.4376], [3.4249, -0.2261, 1.6566], [4.2268, -0.1048, 2.9288], [4.9214, -1.2971, 3.2151], [4.1860, -2.4891, 3.4233], [2.6191, 0.9577, 1.3889], [5.0173, -1.2113, 0.8219], [4.7308, 0.2870, 0.0051], [3.5392, -1.1161, -0.2176], [2.7998, -1.1025, 1.8276], [3.5356, 0.1705, 3.7254], [4.9860, 0.6618, 2.7737], [4.9083, -3.2600, 3.6918], [3.6531, -2.7558, 2.5106], [3.4386, -2.3565, 4.2056], [2.2505, 0.9354, 0.4488], [3.1398, 1.8109, 1.5339]], "mulliken_spin": [0.831, 0.111, -0.004, 0.000, -0.007, 0.001, 0.000, 0.000, 0.000, 0.000, 0.000, 0.000, 0.004, 0.001, 0.000, 0.007, 0.000, 0.000, 0.000, 0.000, 0.000, 0.000, 0.000, 0.000, 0.000, 0.000, 0.000, -0.021, -0.019, 0.022, 0.086, 0.006, 0.013, 0.000, -0.001, 0.002, -0.001, 0.000, 0.000, -0.001, -0.001, 0.003, -0.009, -0.021, -0.008, 0.001, -0.001, 0.000, -0.001, 0.000, 0.000, 0.000, 0.001, 0.000, 0.000, 0.000, 0.000, 0.000, -0.001, 0.000, 0.000, 0.000, 0.000, 0.000, 0.000, 0.005, 0.000]}

{"formula": "C16H41ClN3O10V", "method": "ωB97M-V with the def2-TZVPD basis set", "relative_energy_kj_mol": 149.80, "s2": 0.823, "total_charge": 1, "lumo_energy_ev": [-4.317, -3.622], "spin_multiplicity": 2, "e_homo_ev": [-11.71, -11.71], "elements": ["O", "V", "Cl", "O", "O", "O", "O", "C", "O", "C", "C", "N", "C", "C", "O", "C", "H", "H", "H", "H", "H", "H", "H", "H", "H", "H", "H", "H", "H", "H", "H", "C", "O", "C", "C", "N", "C", "C", "O", "C", "H", "H", "H", "H", "H", "H", "H", "H", "H", "H", "H", "H", "H", "H", "H", "C", "C", "C", "O", "C", "N", "H", "H", "H", "H", "H", "H", "H", "H", "H", "H", "H"], "xyz": [[-1.0812, -1.0497, -0.4616], [0.0266, 0.0086, -0.9344], [-2.0630, 1.1538, -3.9414], [-3.3048, 0.4627, -4.1578], [-1.4462, 0.6360, -2.8046], [-1.1519, 0.7844, -5.0140], [-2.2286, 2.6024, -3.8860], [1.4730, -3.3401, -0.1916], [1.3367, -1.8769, -0.0490], [1.8754, -1.4851, 1.2383], [1.9043, 0.0667, 1.4611], [0.5220, 0.4659, 1.2704], [0.5235, 1.9102, 1.2440], [-0.9006, 2.4275, 1.0537], [-1.4950, 1.7480, -0.0573], [-2.9362, 1.8827, -0.1253], [1.0568, -3.6064, -1.1631], [0.9862, -3.9751, 0.5486], [2.5083, -3.6786, -0.2331], [2.8940, -1.8546, 1.3561], [1.3297, -1.9364, 2.0670], [2.5446, 0.5579, 0.7284], [2.3801, 0.2662, 2.4212], [0.0181, 0.0908, 2.0613], [1.1647, 2.1525, 0.3965], [0.8528, 2.3702, 2.1757], [-0.7869, 3.5036, 0.9224], [-1.4710, 2.3618, 1.9802], [-3.4401, 1.3984, 0.7111], [-3.3049, 1.4170, -1.0393], [-3.2480, 2.9263, -0.1671], [0.0572, -2.1584, -3.4934], [0.7293, -1.2572, -2.5981], [1.9770, -0.9040, -3.1757], [2.7177, 0.0488, -2.1358], [1.8449, 1.2293, -1.7164], [1.6310, 2.1467, -2.8281], [0.7916, 3.3797, -2.4419], [1.6205, 4.0620, -1.5626], [1.1111, 5.3356, -1.2898], [0.5096, -3.1501, -3.4967], [0.0641, -1.7651, -4.5099], [-0.9802, -2.2420, -3.1693], [1.8430, -0.5190, -4.1866], [2.6179, -1.7712, -3.3344], [3.6397, 0.3930, -2.6043], [3.0417, -0.5783, -1.3052], [2.4780, 1.7901, -1.1643], [1.1257, 1.6449, -3.6534], [2.5866, 2.5266, -3.1894], [-0.1654, 3.1216, -1.9884], [0.5971, 4.0012, -3.3160], [0.0948, 5.2352, -0.9088], [1.0864, 6.0656, -2.0989], [1.8710, 5.6946, -0.5957], [-3.0589, -1.8996, 2.3590], [-2.1043, -1.4915, 3.5489], [-0.9294, -2.5215, 3.8766], [-1.5076, -3.5645, 4.6498], [-0.6570, -4.6567, 5.0025], [-1.4800, -0.1989, 3.2134], [-3.3410, -2.9355, 2.5476], [-2.5009, -1.8373, 1.4248], [-3.8534, -1.1656, 2.2240], [-2.7402, -1.3505, 4.4229], [-0.2147, -2.0338, 4.5394], [-0.4193, -2.8850, 2.9845], [-0.0056, -4.9107, 4.1663], [-1.3791, -5.4410, 5.2295], [-0.1765, -4.4144, 5.9505], [-0.8665, 0.0716, 3.9687], [-2.1944, 0.5144, 3.2438]], "mulliken_spin": [-0.378, 1.330, 0.002, 0.002, 0.009, 0.001, 0.000, 0.002, 0.004, -0.005, 0.013, -0.018, 0.000, -0.009, 0.006, 0.001, 0.000, 0.001, 0.001, -0.001, 0.000, -0.007, 0.000, 0.013, 0.007, 0.000, -0.001, -0.001, 0.000, -0.002, 0.001, 0.005, 0.007, 0.004, 0.008, 0.001, 0.002, 0.005, 0.000, 0.000, 0.001, 0.000, -0.001, -0.002, 0.001, 0.001, -0.004, 0.005, -0.001, 0.000, -0.001, 0.000, 0.000, 0.000, 0.000, 0.000, 0.000, 0.000, 0.000, 0.000, 0.000, 0.000, -0.002, 0.000, 0.000, 0.000, 0.000, 0.000, 0.000, 0.000, 0.000, 0.000]}

no.,energy (eV)
1,-34201.6889
2,-82001.1429
3,-48657.3952
4,-80395.7319